Record 1
Below is a structure of composition C39H64FGeNO4PW in a non-equilibrium geometry, with properties calculated with ωB97M-V with the def2-TZVPD basis set.

Cartesian coordinates (Å):
W1 -0.97227 0.35102 1.58787
Ge1 -1.04197 -1.35263 3.72689
P1 1.69712 -0.14941 -0.63516
F1 -2.25915 1.40776 2.43699
O1 -2.29807 -0.93560 1.73627
O2 0.75188 0.28973 0.55630
O3 -0.07530 -2.19224 2.43932
O4 -0.10464 0.21238 3.18134
N1 -6.21057 4.73975 -5.78625
C1 -4.57668 0.09562 1.60445
C2 0.06677 -3.65241 2.55896
C3 0.25538 -4.05067 -2.51287
C4 5.54007 0.10200 1.17943
C5 0.10930 -4.02506 4.04496
C6 -3.63496 1.62230 -3.12997
C7 -0.70025 3.15611 3.78052
C8 -1.70222 1.14215 -0.19324
C9 4.35302 -1.19576 -0.63517
C10 -1.12498 -4.32680 1.88958
C11 -0.01577 2.86765 2.49348
C12 0.56594 2.36410 -2.89679
C13 -2.39190 1.70592 -1.01009
C14 2.42672 2.55959 -0.82469
C15 2.35281 3.77386 -1.75311
C16 -3.78977 -1.19779 1.66412
C17 1.77345 1.44346 -3.01032
C18 -0.48368 3.69547 1.35555
C19 1.36152 -4.09491 1.90429
C20 2.42091 1.22417 -1.62017
C21 -3.94379 -1.99554 0.38729
C22 -5.56200 4.22883 -4.99279
C23 5.34054 -0.06555 -0.32279
C24 4.19862 0.38453 1.84684
C25 -3.51485 3.68213 -1.91505
C26 3.24031 -0.78618 1.63597
C27 -0.29426 -2.06505 -1.04313
C28 1.56455 -1.91921 -2.80015
C29 -4.18141 -2.00094 2.88698
C30 -0.84671 -3.08786 -2.03147
C31 3.01303 -1.13383 0.14414
C32 -4.27173 4.31002 -2.90212
C33 1.04383 3.79204 -2.56622
C34 1.44332 2.62024 2.64856
C35 -4.38917 2.24990 -4.11920
C36 1.64833 -3.40559 -2.45380
C37 -4.72082 3.58149 -3.98567
C38 0.69224 -1.13809 -1.77058
C39 -3.20215 2.33940 -2.03178
H1 1.90543 2.12355 1.80557
H2 2.43950 4.68011 -1.15209
H3 -0.19289 4.04428 4.17673
H4 -4.51828 5.36156 -2.83042
H5 2.18937 -3.47755 2.24581
H6 -3.39680 -2.93856 0.44070
H7 2.31749 -3.90775 -3.15140
H8 0.37526 -5.07352 4.17140
H9 3.78036 1.30208 1.41739
H10 1.89980 3.61294 2.74446
H11 4.33093 0.55555 2.91706
H12 -1.27096 -2.54705 -2.88355
H13 -4.22790 0.74013 0.80058
H14 -2.04993 -4.08883 2.41948
H15 -3.37355 0.57424 -3.21913
H16 0.09663 -0.39339 -2.30439
H17 -3.16285 4.23731 -1.05370
H18 -5.21885 -2.31258 2.77377
H19 1.53662 0.50162 -3.49967
H20 3.44244 0.88391 -1.78350
H21 -0.01809 2.36237 -3.81897
H22 2.56472 -1.48976 -2.87343
H23 -4.72274 1.70421 -4.99248
H24 0.18802 -2.56854 -0.20567
H25 1.21030 4.34403 -3.49244
H26 -3.59015 -1.42187 -0.47178
H27 -0.09932 3.39778 0.38495
H28 -0.56718 2.36237 4.51393
H29 1.55669 2.57968 -0.17349
H30 0.03880 -4.34895 -3.54066
H31 5.97385 -0.81085 1.60019
H32 2.52457 1.92527 -3.64056
H33 2.57003 -2.13316 0.10545
H34 1.11698 -1.81596 -3.79077
H35 3.31284 2.62308 -0.19060
H36 -0.10808 4.70538 1.56909
H37 4.82601 -2.13971 -0.35266
H38 4.99917 0.88968 -0.73160
H39 -1.75624 3.38347 3.67187
H40 6.24328 0.91219 1.37683
H41 -5.00105 -2.21360 0.24275
H42 0.85140 -3.41745 4.57268
H43 1.30355 -4.07135 0.81510
H44 3.21237 3.76844 -2.42628
H45 1.57183 -5.12654 2.19169
H46 -0.08544 1.99435 -2.10617
H47 -3.56783 -2.89615 2.99466
H48 6.28879 -0.29299 -0.81160
H49 -5.61693 -0.16601 1.40789
H50 4.17856 -1.25914 -1.71073
H51 2.08633 -3.53123 -1.45969
H52 -4.10259 -1.40433 3.79592
H53 2.28562 -0.61136 2.12729
H54 -1.56859 3.74374 1.31367
H55 -0.86414 -3.88111 4.52628
H56 0.25096 -4.96522 -1.91573
H57 -1.66785 -3.64863 -1.58408
H58 1.65908 2.05500 3.55202
H59 0.26113 4.32736 -2.02057
H60 -1.11166 -1.47590 -0.63750
H61 -4.53876 0.64163 2.54418
H62 -1.00599 -5.41222 1.90122
H63 3.68741 -1.66612 2.10383
H64 -1.22205 -4.00042 0.85334

Force components x, y, z for each atom (eV/Å):
W 0.543 0.223 -1.681
Ge 0.187 -1.544 1.241
P 0.008 -0.002 -0.273
F -0.235 0.393 -0.026
O 0.535 0.290 0.225
O -0.729 0.005 0.296
O 0.253 -0.499 0.485
O -0.130 0.364 -0.385
N -0.200 0.131 -0.202
C 0.134 0.128 0.026
C -0.279 -0.207 0.099
C 0.011 0.031 -0.026
C -0.028 0.083 -0.038
C -0.023 0.193 -0.038
C -0.283 -0.307 -0.825
C -0.387 -0.505 0.015
C 0.349 0.130 0.800
C -0.052 0.081 0.019
C 0.020 0.033 0.027
C 0.476 1.455 0.500
C 0.200 0.190 -0.089
C -0.898 0.548 -1.329
C 0.061 -0.093 -0.221
C -0.073 -0.053 -0.002
C -0.532 0.010 -0.167
C -0.002 -0.036 0.098
C -0.215 -0.311 -0.309
C 0.067 0.075 -0.047
C -0.332 0.316 0.015
C 0.155 -0.086 -0.105
C 0.736 -0.466 0.684
C -0.015 -0.134 0.130
C 0.042 -0.153 -0.066
C -0.269 0.820 -0.171
C 0.044 0.104 -0.154
C 0.191 -0.071 -0.109
C 0.050 -0.027 0.146
C 0.299 -0.017 0.081
C 0.095 -0.051 -0.046
C 0.197 -0.062 0.145
C 0.319 0.208 0.779
C 0.017 -0.117 0.058
C -0.060 -0.560 -0.036
C 0.247 -0.867 0.143
C -0.160 0.067 -0.032
C -0.657 0.592 -0.770
C -0.028 -0.218 0.005
C 0.636 -0.316 0.790
H 0.011 0.052 -0.113
H 0.026 0.021 -0.047
H 0.040 0.024 0.003
H 0.014 -0.055 0.089
H 0.089 0.050 0.000
H -0.028 0.044 -0.003
H 0.046 0.008 0.026
H -0.026 0.005 0.010
H 0.029 -0.011 0.069
H 0.016 0.034 -0.038
H -0.051 0.024 -0.019
H -0.017 -0.017 0.029
H -0.026 0.002 -0.033
H 0.041 -0.051 -0.052
H -0.060 0.058 -0.069
H -0.024 0.065 0.017
H -0.063 0.052 -0.086
H -0.014 -0.001 0.012
H 0.010 0.033 -0.021
H 0.021 0.016 0.027
H 0.016 -0.013 0.038
H -0.031 -0.009 -0.097
H 0.003 -0.051 0.092
H 0.027 -0.057 0.090
H -0.027 0.022 0.035
H -0.029 0.006 0.010
H 0.058 0.028 -0.028
H 0.070 0.020 0.010
H -0.020 0.017 0.074
H 0.018 -0.038 0.053
H 0.004 0.030 0.014
H 0.033 -0.083 -0.004
H -0.042 -0.071 0.079
H -0.017 0.057 0.011
H -0.033 -0.034 0.009
H 0.005 0.053 0.019
H -0.019 -0.018 -0.007
H 0.055 0.000 -0.007
H 0.026 0.046 -0.027
H 0.007 -0.030 -0.005
H -0.005 -0.032 -0.033
H 0.040 -0.093 -0.022
H 0.011 0.095 -0.020
H 0.018 0.012 0.038
H -0.007 0.040 -0.056
H -0.148 -0.045 0.085
H -0.106 -0.007 -0.024
H -0.026 0.019 -0.029
H 0.010 -0.022 0.002
H 0.049 -0.043 0.018
H 0.019 -0.019 0.009
H -0.043 0.019 0.014
H -0.044 -0.069 0.090
H -0.048 0.038 0.013
H 0.024 -0.061 0.005
H -0.009 0.035 -0.012
H -0.028 0.014 0.012
H 0.008 0.041 0.029
H 0.033 -0.009 -0.018
H -0.163 0.133 0.107
H 0.000 -0.002 -0.006
H 0.004 0.057 0.001
H -0.023 -0.075 -0.011
H 0.007 -0.019 -0.010

Properties
E_HOMO (spin up / spin down): -13.763 / -13.836 eV
electronic energy: -121496.6217 eV
LUMO level (spin up / spin down): -7.47 / -7.71 eV
relative energy (zero: lowest compared OMol25 entry of this formula, charge and spin): 246.6 kJ/mol
net charge: +2
gap between HOMO and LUMO (spin up / spin down): 6.3 / 6.1 eV
multiplicity: 2

Record 2
Below is the molecule C5H10 in a non-equilibrium geometry, with properties calculated with ωB97M-V with the def2-TZVPD basis set.

Cartesian coordinates (Å):
C1 0.45078 -1.49379 -0.71588
C2 -0.78884 -0.88476 0.00565
C3 0.38359 1.38143 -0.33636
C4 0.26978 1.19251 1.13975
C5 -0.76168 0.58059 0.22778
H1 -1.73917 1.06116 0.24888
H2 0.98553 0.52090 1.60131
H3 -0.94199 -1.41153 0.95631
H4 0.05917 2.04715 1.78153
H5 1.11096 -0.75037 -1.06294
H6 1.12437 0.80871 -0.80405
H7 -1.68428 -1.17066 -0.55634
H8 0.29874 2.35029 -0.81312
H9 1.05274 -2.14407 -0.07453
H10 0.18030 -2.08756 -1.59798

Force components x, y, z for each atom (eV/Å):
C -0.787 -1.112 0.439
C 0.052 -1.850 -0.257
C -0.581 0.881 0.158
C 0.317 0.053 0.416
C 0.054 1.459 0.131
H 0.222 -0.038 -0.050
H -0.016 -0.098 -0.072
H 0.159 0.157 0.013
H -0.298 -0.190 -0.296
H 0.682 0.550 -0.478
H 0.895 -0.293 -0.476
H 0.111 0.291 -0.162
H -0.461 0.067 0.298
H -0.219 0.028 0.068
H -0.131 0.097 0.268

Properties
E_HOMO: -10.022 eV
electronic energy: -5345.8763 eV
SMILES: CCC1CC1
LUMO level: 1.31 eV
relative energy (zero: lowest compared OMol25 entry of this formula, charge and spin): 134.1 kJ/mol
gap between HOMO and LUMO: 11.3 eV

- What is the electronic energy in the second record?
  -5345.8763 eV

- Number 2 is which compound?
  C5H10